1.
Formula: C3H11O3S2
Source: the Open Molecules 2025 dataset
Level of theory: ωB97M-V/def2-TZVPD

Structure (ORCA input):
```
! wB97M-V def2-TZVPD RIJCOSX def2/J DEFGRID3
* xyz -1 1
O -0.523 -0.904 -2.365
H -2.275 0.751 0.135
H -2.380 0.300 2.941
H 0.189 -0.508 -1.654
O -2.457 0.819 2.133
C 0.264 0.264 1.116
H -0.685 2.155 -1.421
C -2.212 -0.015 0.954
H -0.710 -1.202 2.051
H 0.091 1.297 0.645
C -0.874 -0.757 1.125
O -1.575 1.988 -1.744
H 0.325 0.700 2.150
H -1.457 1.238 -2.349
S 1.910 -0.364 0.849
H -0.836 -1.465 0.263
H -3.089 -0.707 0.958
H -0.347 -1.844 -2.414
S 2.083 -0.379 -1.191
*
```

Calculated values
- Relative energy (zero: lowest compared OMol25 entry of this formula, charge and spin): 1.424 eV
- Lowest unoccupied orbital energy: 0.1225 Ha

***

2.
Formula: C12H46N4O11
Source: the Open Molecules 2025 dataset
Level of theory: ωB97M-V/def2-TZVPD

Structure (ORCA input):
```
! wB97M-V def2-TZVPD RIJCOSX def2/J DEFGRID3
* xyz 0 1
N 1.683 1.438 3.365
H -1.361 -2.139 -3.511
H -3.564 -3.297 -2.218
H -0.175 2.990 1.193
O -3.000 -0.995 1.439
C -3.958 -0.045 1.107
H -1.109 -3.806 -4.254
H -2.431 2.161 3.157
H -0.041 -4.242 -0.193
H -3.223 3.880 0.394
H -2.064 2.462 0.333
H 0.751 -3.848 -3.001
H 0.725 1.411 3.815
H 3.833 1.129 2.139
C 1.960 0.943 -3.355
O -1.552 3.986 1.642
H -4.662 0.143 1.897
H -1.753 -0.483 -1.392
H 2.064 -0.168 -3.419
H -1.328 1.324 5.177
O 0.996 3.388 -1.262
H -0.197 -0.706 -1.675
H -0.370 -2.585 0.107
H -2.225 -0.815 0.987
H -3.475 0.901 0.803
H -1.858 4.758 2.057
H 0.031 0.696 0.472
H -1.457 -3.651 -2.546
H 2.925 1.715 -1.110
H 3.718 1.392 -4.426
H -4.075 -2.732 0.665
H -4.548 -0.447 0.330
H 2.001 -0.989 -0.430
O -0.743 1.523 4.418
H -2.368 -2.888 -0.794
H 2.547 1.115 0.586
H -1.817 3.971 -0.410
H -2.343 0.582 3.555
C 2.061 0.283 2.744
O 0.736 -3.349 1.502
O -0.616 -0.019 0.200
N 3.153 0.317 2.106
H 4.851 2.086 -2.365
C 1.360 2.553 -0.214
H 3.730 -0.724 -0.985
H 3.335 -2.948 0.654
C -0.830 0.024 -1.229
H -1.231 1.124 2.344
H -0.852 1.030 -1.601
C -0.964 -3.148 -3.397
O 0.371 -2.945 -3.028
O -4.245 -3.310 -0.078
C -0.266 -3.577 0.585
H 3.012 2.790 -3.749
H 0.413 -2.504 1.902
N 0.726 2.436 0.944
C 3.226 1.792 -3.543
H 1.544 1.065 -2.355
H -3.577 -1.732 -1.302
C 3.030 -1.372 -0.546
C -3.423 -2.864 -1.165
O 1.131 -0.687 2.501
H 3.411 -0.529 1.667
N 2.454 1.846 -0.141
O 3.363 -1.954 0.701
H 2.929 -2.163 -1.273
H -1.286 -3.708 1.114
H 1.199 2.025 1.751
O 4.091 1.584 -2.415
H 1.214 1.231 -4.135
H 2.222 2.354 3.344
C -2.152 3.559 0.488
C -1.660 1.365 3.329
*
```

Calculated values
- Relative energy (zero: lowest compared OMol25 entry of this formula, charge and spin): 0.650 eV
- Lowest unoccupied orbital energy: 0.0137 Ha

***

3.
Formula: C23H68N10O11
Source: the Open Molecules 2025 dataset
Level of theory: ωB97M-V/def2-TZVPD

Structure (ORCA input):
```
! wB97M-V def2-TZVPD RIJCOSX def2/J DEFGRID3
* xyz 0 1
H 3.731 -2.683 3.230
H -4.677 -3.553 -0.506
C 1.737 2.027 3.821
H 3.305 -0.296 1.466
H -4.306 -1.611 1.199
C -3.551 -2.031 0.553
O 0.691 1.917 4.464
N -1.414 3.574 3.773
C -2.522 -0.965 0.218
H 2.033 -2.801 -0.467
H -1.498 6.637 -2.035
H -2.801 2.168 -3.713
C 2.892 1.599 4.750
H -0.322 5.385 -2.811
H -2.470 -1.274 3.726
H -0.626 -3.443 2.210
C -1.417 -4.537 -1.233
C -1.140 5.552 -2.058
C 1.103 -0.432 -1.115
O -0.696 3.858 -0.680
H 1.163 0.011 -2.062
H -3.816 -2.283 -1.478
O -1.958 0.732 -4.772
H 0.040 0.096 -4.862
H 2.776 -5.800 -3.094
O -1.524 -3.554 -2.181
H 1.016 -2.822 2.594
H -1.901 -0.629 1.076
C 2.523 -4.435 -1.627
H -1.640 -1.146 -4.217
H 3.773 1.516 4.167
H -0.798 3.207 -4.367
H 1.082 3.625 2.671
H -2.831 4.975 2.444
H -0.347 2.569 -2.781
C 3.343 -1.395 1.580
H -2.281 1.190 -1.660
C -0.671 2.291 -3.737
N -2.679 4.069 2.068
H 2.799 -1.295 3.702
N -0.368 -4.687 -0.491
C -4.403 -2.522 -0.588
H -0.385 0.875 -0.457
H -5.299 -1.886 -0.634
H -1.613 3.551 -0.515
H -2.798 0.766 -5.206
H 1.580 -1.314 1.368
N -2.387 -5.373 -0.930
C -2.037 0.611 -2.520
H 1.856 -4.310 -3.515
N -1.907 -2.057 3.438
H -3.217 -5.300 -1.568
H -3.027 -0.076 -0.070
H -0.276 0.499 1.400
H -2.003 4.988 -2.498
H -1.901 -1.270 -0.621
O 3.124 -5.143 -0.590
C 0.616 0.650 -0.102
H 1.599 1.352 2.979
C -1.925 3.188 2.636
C -0.707 5.116 -0.629
O -1.507 1.983 2.042
H 2.098 -0.798 -0.859
H -0.697 2.937 4.176
H 0.451 1.031 4.404
O -3.019 -3.047 1.029
C 0.391 -1.768 -4.229
H -1.407 4.558 4.069
O 1.304 -2.758 -3.974
H 2.730 0.617 5.246
N -0.959 -1.911 -4.194
H -2.191 -6.299 -0.526
H -0.134 -5.474 0.141
H 4.195 -1.581 -0.326
H 2.125 4.270 3.889
H 3.150 2.315 5.527
H 0.149 1.776 -4.268
H -2.360 -2.529 2.655
H 4.778 -2.888 0.780
H 0.908 5.392 0.706
O 0.018 -0.696 3.722
O 2.275 -1.979 1.244
H -2.587 -3.450 0.313
H 5.388 -1.317 0.836
H -1.061 0.132 -2.311
O 0.507 0.135 1.020
C -0.584 -1.844 3.235
C -1.970 1.479 -3.772
H -3.049 3.815 1.056
H 2.507 1.394 -0.046
H 1.469 -2.797 -2.201
H 0.486 6.793 -0.092
H -1.402 5.494 0.138
C 1.952 3.405 3.268
H 2.734 3.326 2.470
H 1.449 2.547 0.615
N -0.015 -2.907 2.750
C 4.488 -1.879 0.644
C 0.598 5.741 -0.244
H 4.574 -1.188 3.306
N 2.344 -4.886 -2.806
H -2.762 -0.221 -2.590
H -1.200 -2.765 -3.694
H 1.420 2.254 -1.167
N 1.847 -3.323 -1.388
N 0.736 -0.594 -4.641
C 1.530 1.829 -0.199
H 0.513 -1.321 -1.177
C 3.654 -1.635 3.036
H 1.346 5.505 -0.972
H 0.475 -4.149 -0.908
H 1.671 -0.394 -4.879
*
```

Calculated values
- Relative energy (zero: lowest compared OMol25 entry of this formula, charge and spin): 10.790 eV
- Lowest unoccupied orbital energy: -0.0012 Ha

***

4.
Formula: C17H48CdCl2N4O6
Source: the Open Molecules 2025 dataset
Level of theory: ωB97M-V/def2-TZVPD

Structure (ORCA input):
```
! wB97M-V def2-TZVPD RIJCOSX def2/J DEFGRID3
* xyz 0 1
Cl 4.769 2.957 -4.481
H 0.345 -2.588 5.110
H 0.014 -1.909 3.566
H 2.575 -2.676 5.627
H 1.247 -3.041 -5.024
C 0.360 -2.824 4.046
H 4.581 1.953 1.667
O -4.286 3.444 -2.401
C 2.826 -2.402 4.602
H -3.289 5.280 -2.721
H -4.848 5.157 -3.588
H -2.402 -2.827 4.136
C -4.300 4.873 -2.690
H -0.300 -2.182 -4.937
H -1.443 -5.571 -1.771
H -2.265 0.964 -0.914
N 1.919 2.082 2.257
N -1.103 -3.838 -0.860
H 1.620 3.763 0.182
H -2.752 3.310 -0.885
H -1.850 -4.779 -4.052
C -1.831 -3.726 4.366
H -0.189 -3.804 -5.672
H -1.382 -2.867 -0.833
H -1.433 -4.194 0.025
H -1.837 -3.684 5.455
H -4.858 5.410 -1.923
C 2.044 4.263 1.053
H 1.152 4.596 1.585
O -0.194 -3.660 -3.541
C -3.333 -4.651 -1.581
C -1.542 -3.980 -3.377
C -3.813 3.161 -1.084
C -4.130 1.701 -0.698
Cd 1.627 -2.951 -1.116
O 2.908 5.314 0.592
C 3.901 2.505 1.018
H -4.280 3.861 -0.391
H 4.504 -1.387 -2.123
C 0.175 -3.161 -4.871
H 1.997 -1.573 2.423
H 3.133 -2.561 2.445
H -3.737 -5.541 -2.063
H 2.685 -1.325 4.511
H 3.297 3.686 2.683
C -1.824 -4.559 -1.909
H -2.126 -3.066 -3.483
H 4.367 5.791 2.066
C 3.340 1.958 -4.178
H 1.665 1.598 1.408
H -5.082 1.287 -1.031
H 3.865 7.042 0.999
H 1.124 2.494 2.723
N 2.128 -2.572 2.349
C 2.860 3.169 1.829
C 3.493 6.169 1.535
H 3.448 1.780 0.341
H -3.123 1.798 1.129
H 3.848 -2.705 4.374
H -3.554 -4.767 -0.520
O 0.850 -0.189 -0.885
H -4.854 2.236 1.228
H 2.850 2.241 -3.247
H 1.956 -4.122 3.648
H -4.317 0.515 1.159
H 1.134 0.741 -0.987
H -3.909 -3.868 -2.075
H 4.444 3.228 0.410
C 1.843 -3.039 3.679
Cl 2.153 2.070 -5.506
O -0.535 -3.878 3.735
N -3.191 0.788 -1.276
O 4.087 -2.266 -2.026
H 3.707 0.944 -4.018
H -2.458 -4.551 4.029
H 2.711 6.572 2.178
H -3.054 1.053 -2.241
C -4.132 1.532 0.813
*
```

Calculated values
- Lowest unoccupied orbital energy: -0.0794 Ha

***

5.
Formula: C21H23F24N2O3
Source: the Open Molecules 2025 dataset
Level of theory: ωB97M-V/def2-TZVPD

Structure (ORCA input):
```
! wB97M-V def2-TZVPD RIJCOSX def2/J DEFGRID3
* xyz -1 1
F 13.601 2.346 4.543
C 9.345 2.493 7.272
F 4.438 -0.260 2.817
C -11.417 -2.636 -6.625
O 5.383 0.641 0.313
F -10.448 -4.680 -7.269
H 4.384 1.117 -1.333
F -10.261 -2.007 -6.883
F -11.178 -0.292 -2.720
N -3.175 0.470 -1.599
C 4.344 1.403 -0.284
F 1.003 1.610 1.420
F 2.944 1.962 2.357
H -6.317 -2.414 -1.402
C -0.561 -1.534 -0.372
C 11.335 1.991 4.018
H 2.239 3.050 0.831
C -1.285 -1.116 -1.438
H -6.675 0.712 -1.847
C 5.741 -0.070 2.576
F -10.545 -4.253 -5.125
H -12.521 -0.410 -4.545
F 9.255 2.100 8.564
C -5.065 -0.756 -1.835
C -1.719 0.321 -1.575
C -11.630 -0.926 -4.900
C -5.938 0.261 -1.164
H -1.259 0.818 -2.461
C 9.096 1.503 4.851
F 12.400 1.251 6.007
C 9.070 1.286 6.370
O 10.279 1.139 4.158
F 9.897 0.271 6.702
H -8.952 -0.267 -4.001
H -11.089 -0.214 -5.523
C -9.318 -1.253 -3.699
C 5.962 0.992 1.492
F 2.147 1.244 -0.982
F -8.879 -2.180 -4.575
C 2.261 2.017 1.189
F 6.327 0.363 3.727
H -1.357 0.851 -0.691
H 8.759 2.504 4.579
C -5.731 -2.038 -2.255
N -3.798 -0.612 -2.056
H -12.158 -4.632 -6.229
H -6.506 -0.216 -0.351
H -6.434 -1.910 -3.086
F 7.305 1.047 1.286
H 8.347 0.821 4.458
C -10.847 -1.263 -3.622
F 5.582 2.212 1.912
H -1.529 -1.821 -2.223
H 4.556 2.472 -0.248
C 12.602 1.445 4.691
F -12.150 -2.607 -7.768
F -11.283 -2.440 -3.122
H 8.610 3.281 7.094
C 2.899 1.098 0.141
H 6.188 -1.020 2.279
H 0.317 -0.973 -0.059
F 11.614 2.075 2.696
F -8.820 -1.540 -2.485
O -12.149 -2.004 -5.662
C -11.197 -4.118 -6.291
H -0.832 -2.396 0.235
F 10.585 2.982 7.073
H 12.892 0.500 4.228
F 11.047 3.234 4.442
H -5.348 1.066 -0.726
F 7.801 0.890 6.675
H -4.989 -2.797 -2.501
F 2.804 -0.187 0.535
*
```

Calculated values
- Lowest unoccupied orbital energy: 0.0648 Ha

***

6.
Formula: C5H14N2O
Source: the Open Molecules 2025 dataset
Level of theory: ωB97M-V/def2-TZVPD

Structure (ORCA input):
```
! wB97M-V def2-TZVPD RIJCOSX def2/J DEFGRID3
* xyz 0 1
H -1.220 -2.159 1.465
H -1.721 -3.372 0.312
H 0.274 0.096 -1.823
N 0.674 0.846 1.428
O -0.244 -0.673 -2.133
H -0.247 0.872 1.824
C 0.068 3.014 0.515
C -0.948 -1.244 -1.063
H -1.787 -1.787 -1.508
H 0.184 3.437 1.518
C 1.729 1.561 -0.603
C 0.851 1.747 0.385
H 2.323 0.657 -0.663
H 1.915 2.376 -1.280
H -0.222 -3.606 1.191
C -0.851 -2.860 0.727
H 0.334 -2.783 -0.930
N -0.090 -2.131 -0.280
H 0.406 3.758 -0.215
H -1.003 2.843 0.370
H 0.914 -0.105 1.165
H -1.340 -0.486 -0.401
*
```

Calculated values
- Relative energy (zero: lowest compared OMol25 entry of this formula, charge and spin): 1.948 eV
- Lowest unoccupied orbital energy: 0.0333 Ha

***

7.
Formula: C4H5IrO2
Source: the Open Molecules 2025 dataset
Level of theory: ωB97M-V/def2-TZVPD

Structure (ORCA input):
```
! wB97M-V def2-TZVPD RIJCOSX def2/J DEFGRID3
* xyz 1 6
C 0.558 -0.506 0.429
Ir 4.034 -0.232 0.265
H -1.439 -1.047 1.165
H 0.785 0.407 -1.459
H -2.750 -0.346 -0.565
H -0.978 1.675 -0.172
C -0.908 -0.372 0.481
C -1.538 0.818 0.217
C 1.308 -0.062 -0.608
O 2.617 -0.105 -0.711
O -2.756 0.701 -0.344
H 1.067 -0.930 1.302
*
```

Calculated values
- ⟨S²⟩: 8.7866
- Relative energy (zero: lowest compared OMol25 entry of this formula, charge and spin): 0.000 eV
- Lowest unoccupied orbital energy (spin up / spin down): -0.1737 / -0.2812 Ha

***

8.
Formula: C44H49N7O3S3Sc
Source: the Open Molecules 2025 dataset
Level of theory: ωB97M-V/def2-TZVPD

Structure (ORCA input):
```
! wB97M-V def2-TZVPD RIJCOSX def2/J DEFGRID3
* xyz 1 1
C -2.879 -1.659 0.778
C 6.218 -1.553 2.929
H -3.858 5.130 1.926
C -0.743 1.005 -3.355
H 3.827 -2.973 0.245
C -3.059 0.065 -0.723
H 5.379 -3.490 2.492
C -5.100 -4.597 3.229
O 0.267 -2.598 0.743
H 0.078 2.486 1.480
H 3.586 2.778 0.428
H 6.228 1.239 -2.864
C -1.867 3.340 1.830
C -0.474 2.983 -4.808
C -3.182 1.901 -2.435
N 3.097 -1.079 -0.005
H 0.965 -2.986 3.189
H 0.108 0.545 -3.846
H -2.614 -4.626 -4.248
C -1.242 -3.982 -1.212
C -0.137 -2.719 -2.940
H 4.390 2.489 1.979
H -6.125 -0.912 0.265
O 0.315 -0.436 1.357
C -6.399 -4.230 3.065
H -4.046 2.106 4.095
H 6.590 -1.356 1.921
H 5.923 -0.603 3.384
C -5.203 1.108 -1.335
C -3.057 3.245 2.552
H 7.051 -1.951 3.507
H -7.279 -4.669 3.506
H 5.134 0.556 -1.676
C 0.466 -2.192 -0.643
H -2.143 0.528 4.375
H -3.060 3.378 -3.949
H -1.741 4.110 1.081
H -3.143 -3.941 2.476
C -4.453 0.095 -0.618
C 4.397 2.243 0.913
C -4.201 4.168 2.300
C 0.083 4.501 -6.485
C 0.299 -1.682 1.635
H -5.165 2.707 -2.716
C -4.590 1.967 -2.171
H 0.650 -2.033 -3.237
C 6.017 1.181 -1.796
S 2.048 1.177 -0.857
H 5.922 3.686 0.621
N 0.627 -0.983 3.933
H 2.144 3.916 -6.987
H 0.553 -1.248 4.907
H -0.710 -2.460 3.339
H 6.536 2.039 0.740
Sc -0.175 -0.135 -0.553
C -1.947 -4.201 -3.510
C 3.161 0.248 0.054
N -1.251 1.744 -0.806
C -5.044 -0.869 0.193
H -0.074 5.316 -7.176
C -2.343 1.009 -1.617
C -4.262 -1.779 0.904
H -0.265 0.734 3.055
C -4.212 -3.783 2.485
C 5.055 -2.544 2.933
C 1.240 3.793 -6.412
O -0.933 2.828 -1.282
H -1.872 4.491 -5.474
C -2.058 -4.557 -2.173
C 3.817 -2.037 2.192
C -0.854 2.436 2.030
C 4.007 -1.986 0.668
H 4.778 -2.750 3.968
C 5.812 2.586 -1.224
N -2.289 -0.768 -0.013
H -6.277 1.140 -1.200
N -0.990 1.462 2.944
H 5.036 -1.712 0.415
C -0.293 -2.999 -1.563
C -0.891 4.047 -5.563
H 2.234 -1.465 -0.441
H 4.824 0.208 1.190
C 5.739 2.655 0.308
H -1.337 -4.287 -0.176
H -2.219 -2.314 1.330
H -4.854 3.735 1.537
C -0.956 -3.297 -3.887
C -2.112 1.345 3.669
H 6.865 0.688 -1.315
H -2.800 -5.289 -1.876
H 1.587 -0.695 3.773
S 1.160 2.563 -5.224
H 6.651 3.207 -1.543
C -3.151 2.219 3.500
H -4.786 -5.418 3.856
C -2.535 2.604 -3.402
S -6.559 -2.897 2.009
H 2.974 -2.697 2.409
H -0.828 -3.055 -4.935
H 3.557 -1.042 2.568
C 0.299 -2.125 3.078
C -4.844 -2.804 1.767
C -1.208 2.238 -3.798
H 4.903 3.020 -1.647
N 4.126 0.816 0.788
N -1.242 0.338 -2.322
H -4.796 4.320 3.198
*
```

Calculated values
- Relative energy (zero: lowest compared OMol25 entry of this formula, charge and spin): 5.831 eV
- Lowest unoccupied orbital energy: -0.1199 Ha

***

| no. | calculated total energy (a.u.) | F_max (hartree/bohr) |
| --- | --- | --- |
| 1 | -1143.02789 | 0.078 |
| 2 | -1531.23312 | 0.165 |
| 3 | -2292.16351 | 0.211 |
| 4 | -2434.77478 | 0.060 |
| 5 | -3545.90780 | 0.031 |
| 6 | -383.62912 | 0.013 |
| 7 | -409.61388 | 0.196 |
| 8 | -4270.14705 | 0.051 |